Entry 1:
Below is a 2-piece molecular cluster, C13H16OSi overall at a distorted geometry, with properties calculated with wB97M-V/def2-TZVPD.

```
31
Properties=species:S:1:pos:R:3:lowdin_charge:R:1
H -3.09644 0.72876 0.61436 0.16
H -3.61708 -0.41989 2.78421 0.13
H 3.10002 0.99054 -1.93930 0.02
C -0.63529 1.73100 0.06846 -0.06
C 0.95697 -2.10187 -0.20941 -0.16
H 0.62286 -0.51083 3.81830 0.12
C -2.52813 -0.21422 2.55426 -0.08
H 0.64932 -3.01540 -0.75726 0.05
H -0.32737 2.98776 -1.55508 0.11
H -1.74550 -1.21673 4.30536 0.08
C -1.55861 -0.74034 3.40767 -0.06
C 1.40063 -1.51610 -3.17938 -0.19
H 3.01630 -0.05370 -0.57525 0.03
H 0.19267 -1.88231 0.43903 -0.03
C -2.22953 0.36625 1.32548 -0.01
O -2.65509 1.18798 -2.09938 0.07
C 0.06185 0.52886 2.10826 -0.03
C -0.39195 2.84374 -0.47277 0.07
C -0.90593 0.86978 1.10456 -0.26
C -0.28513 -0.19504 3.24187 -0.08
H 1.86002 -2.02077 0.37211 0.02
H 1.85995 -0.76996 -3.85169 0.03
C 2.40534 0.64798 -1.19879 -0.16
H -0.31772 3.73366 0.10919 0.09
H 2.03933 -2.33552 -2.93936 0.00
H 0.98912 0.96118 1.81544 0.10
H 0.49928 -1.83609 -3.71051 0.03
C -0.66695 -0.13248 -1.62653 -0.04
Si 1.05738 -0.68426 -1.49500 0.49
H 1.92542 1.47407 -0.64580 0.00
C -1.67575 0.59394 -1.81305 -0.44
```

total energy	-23660.565	eV
frontier orbital gap (alpha / beta)	6.823 / 6.479	eV
charge	0
spin multiplicity	1
ΔE to the lowest compared entry with this formula, charge and spin	87.9	kcal/mol

=====

Entry 2:
Below is a 10-piece molecular cluster, C13H17BCl27NO3 overall at a distorted geometry, with properties calculated with wB97M-V/def2-TZVPD.

```
62
Properties=species:S:1:pos:R:3:lowdin_charge:R:1
O -1.83163 2.49105 0.15255 -0.15
H -4.80437 -4.58634 -2.10159 0.01
C -2.86928 -0.45587 -1.78013 -0.15
Cl -4.47620 0.62325 1.61827 0.55
C -0.74662 -0.05069 -2.77590 -0.50
H -0.86650 1.25218 -4.51023 0.07
H -2.22913 -0.78864 4.24267 0.02
Cl -5.56190 7.42107 -0.85604 0.51
H 2.93985 3.04657 -1.35267 -0.12
Cl -0.79593 -2.63642 4.37944 0.51
Cl -5.36992 -2.31802 -2.07699 0.61
Cl -7.14644 -4.63354 -2.25632 0.48
Cl 5.68451 -5.69405 1.81637 0.51
H -1.56165 -0.17971 0.61374 0.03
C -0.83023 1.84393 -0.27139 -0.71
Cl -7.21357 6.23889 1.22206 0.49
Cl 1.94407 1.40748 2.40366 0.60
O 0.07719 -0.78860 -3.30919 0.00
Cl 3.35656 -3.01142 -3.93130 0.50
H -3.25184 0.29693 -2.48449 0.07
Cl -5.82433 2.83974 2.94764 0.46
C -2.37425 -1.86043 4.20899 -1.55
H 7.29092 -2.65104 3.02545 -0.05
H 3.86298 2.59026 2.99317 0.00
Cl -3.10735 -2.26175 2.66877 0.52
Cl 2.71844 1.66856 -3.21681 0.56
N -1.41817 -0.46916 -1.63629 -0.09
C 3.57907 1.96298 2.15968 -1.53
C 3.12915 3.17323 -2.41015 -1.58
Cl 2.11703 4.49125 -2.99984 0.52
Cl -5.49278 -4.19122 0.10206 0.52
H -0.24381 1.97927 -3.03743 0.05
Cl 3.39120 -1.47533 -1.46861 0.52
C -5.58469 6.78301 0.79353 -1.54
C -0.99242 1.29420 -3.42996 -0.02
H -5.31294 7.58478 1.46565 0.00
Cl 8.41828 -0.80245 3.91542 0.52
H 4.73464 -4.85551 -0.16075 -0.05
Cl -4.41865 5.48504 0.97964 0.60
Cl 3.67522 2.92199 0.68489 0.61
Cl -3.43487 -2.31677 5.55651 0.48
Cl 9.52289 -3.05630 2.45465 0.51
Cl -6.10804 2.45060 0.07552 0.49
H 1.54308 -2.37063 -2.57443 -0.01
O 0.20116 2.46927 -0.66772 -0.17
H -4.14750 2.89167 1.28300 -0.05
H -3.36897 -0.38466 -0.82122 0.03
B -0.85712 0.17924 -0.31785 -0.48
Cl 4.71322 0.59588 2.08976 0.48
Cl 8.21331 -3.48489 5.01170 0.51
H 0.29525 -0.22280 -0.18032 0.04
Cl 6.96040 -5.27937 -0.76197 0.51
C 2.55614 -2.72000 -2.37919 -1.51
C 5.68862 -4.72796 0.33382 -1.54
Cl 5.88395 -3.02073 0.70699 0.54
C -5.59844 -4.00875 -1.64891 -1.53
C 8.23622 -2.51493 3.53433 -1.56
Cl 2.45279 -4.23065 -1.44811 0.52
H -3.18624 -1.43601 -2.18971 0.00
Cl 4.85416 3.56270 -2.62480 0.46
H -1.99259 1.66203 -3.21801 0.07
C -5.02198 2.27762 1.45838 -1.56
```

total energy	-360171.272	eV
frontier orbital gap	3.313	eV
charge	-2
spin multiplicity	1

=====

Entry 3:
Below is a 2-piece molecular cluster, C13H17BrFN3O6P overall at a distorted geometry, with properties calculated with wB97M-V/def2-TZVPD.

```
42
Properties=species:S:1:pos:R:3:lowdin_charge:R:1
H -0.02780 -0.50187 5.07660 0.06
H 1.76068 1.56670 0.98720 0.14
H -1.35789 -1.74805 -0.31517 0.10
C -0.34380 0.98371 -4.48865 -0.03
H 0.58256 -3.90818 -0.85129 0.05
H 2.90637 -1.69439 1.24807 0.06
H 2.98354 -0.20655 0.26950 0.09
C -2.44378 2.38288 -4.33752 -0.40
N 0.07991 0.46439 1.49534 -0.12
H 4.24777 -0.60475 1.44031 0.08
C -2.86433 1.52881 -3.27339 -0.03
Br -3.56770 -0.49642 4.37804 0.33
N 0.29390 -1.90771 1.12249 0.13
C -1.08827 2.06117 -5.04312 -0.40
C -0.37750 -2.17983 -0.15498 -0.15
H 2.18613 -0.51151 3.19035 0.13
C -0.74024 0.21448 -3.40042 -0.41
P -1.59334 0.37442 3.85165 0.60
H -0.61724 1.73486 -0.04431 0.12
O -0.74306 2.74588 -6.00871 -0.02
O -0.71457 0.16599 5.19713 -0.34
C -0.16140 -0.83662 1.82525 -0.36
N -0.92284 -0.98381 2.89903 -0.16
C 3.17879 -0.64303 1.24624 -0.03
H -3.83775 1.76282 -2.85093 0.09
C -0.36313 0.68707 0.10348 -0.01
O -0.04363 -0.68229 -2.86981 -0.10
C -2.12783 0.46375 -2.75237 -0.41
H 0.25918 -2.54737 -2.12984 0.05
C 0.17684 -2.93150 -1.11490 0.05
H 0.61469 0.71884 -4.92707 0.09
C 1.37260 1.06216 1.87336 -0.12
O -3.11699 3.35095 -4.70103 -0.02
H -1.28519 0.14116 -0.07549 0.06
O -2.47324 -0.28776 -1.79692 -0.11
H 3.37130 1.89423 2.60321 0.09
H 1.21482 1.84546 2.61961 0.12
O 3.47541 1.00476 2.95746 -0.05
C 2.48715 0.14154 2.36545 -0.40
H 0.40689 0.37625 -0.60167 0.10
F -1.22309 -2.27646 3.26915 -0.02
H 0.43608 -2.72419 1.71865 0.15
```

total energy	-112554.775	eV
frontier orbital gap	2.763	eV
charge	-1
spin multiplicity	1

=====

Entry 4:
Below is C13H17BrOPt as an isolated structure at a distorted geometry, with properties calculated with wB97M-V/def2-TZVPD.

```
33
Properties=species:S:1:pos:R:3:lowdin_spin:R:1
H -0.83698 -2.64433 1.86381 0.00
H -1.31758 -2.07210 -1.07221 0.00
H -0.40528 2.84822 -2.56603 0.00
C -1.22876 2.95230 -0.44657 0.00
C -0.11157 -3.69973 -0.56777 0.01
C 2.11467 2.43206 -0.06600 0.09
C 2.50669 0.50655 1.16123 0.03
H -2.03600 -1.50115 1.37299 0.00
Br -0.70123 0.89209 3.08735 0.16
H 1.92567 3.47812 -0.31917 0.00
H 2.58424 -0.85082 -0.70834 0.00
H -0.99122 0.11063 -2.33962 0.00
H 2.10732 1.46102 -2.06517 0.01
H -2.76208 2.23233 1.01546 0.00
H -1.00297 3.96406 -0.09768 0.00
H 0.42074 -3.50593 -1.47090 0.00
C 2.20151 1.39821 -0.98020 0.19
H -2.31993 -3.24331 1.09514 0.00
H 0.64145 -4.03002 0.16640 0.00
H -0.98934 -4.40619 -0.68991 0.00
C -1.81918 0.68422 -0.34044 0.01
C 2.21088 1.95906 1.23167 0.19
H -2.63248 -0.07004 -0.28092 0.00
C -1.06385 0.90554 -1.55140 0.02
C -0.73784 -2.37247 -0.18256 0.02
C -1.95851 1.98574 0.30472 0.00
O 0.49325 -1.67496 -0.06253 0.15
H 2.74529 -0.22084 2.01129 0.00
C -1.56160 -2.43214 1.07991 0.01
H 2.27332 2.53267 2.18133 0.01
C -0.79928 2.31914 -1.67762 0.00
C 2.39501 0.17601 -0.30130 0.07
Pt 0.65562 -0.11391 1.21504 1.01
```

expectation value of S²	2.02
total energy	-89087.849	eV
frontier orbital gap (alpha / beta)	4.526 / 4.462	eV
charge	-2
spin multiplicity	3
ΔE to the lowest compared entry with this formula, charge and spin	12.2	kcal/mol

=====

Entry 5:
Below is an isolated ion of composition C13H17ClF3N4O and charge +1, with properties calculated with wB97M-V/def2-TZVPD.

```
39
Properties=species:S:1:pos:R:3:lowdin_charge:R:1
C -1.67512 0.66378 -0.45438 -0.12
C -1.80864 -2.86676 -2.17950 -0.05
C -2.09181 -5.37361 -2.31699 -0.60
H 1.81772 4.39779 0.34563 0.15
H -2.04016 -5.05428 0.37440 0.13
C -1.92049 -4.09511 -1.54727 -0.09
H -1.03385 0.59290 2.09370 0.14
H -2.10078 1.47697 0.14054 0.14
N -1.53369 -0.49058 0.40734 -0.08
H 2.95024 2.15927 1.40178 0.14
H -2.35032 0.41671 -1.27105 0.13
H 1.44381 0.38986 1.75795 0.12
O 0.91615 3.50417 -0.47098 0.06
C -1.91866 -4.12083 -0.15409 -0.01
H 4.00902 5.52879 0.75725 0.11
H 0.06890 0.28428 -1.65685 0.13
F -1.73124 -5.24879 -3.59890 0.15
C 1.11673 2.52306 0.25754 -0.38
F -1.35969 -6.37053 -1.79833 0.15
N -1.65626 -1.74316 -1.50996 0.13
H -0.41292 2.00216 -1.61654 0.13
H 1.56081 2.65109 2.40232 0.15
C 2.07211 2.80408 1.45186 -0.03
H -1.82733 -2.77649 -3.25619 0.13
C 0.75877 0.18066 0.93904 -0.09
N 2.44923 4.21320 1.25851 -0.04
H 2.13027 4.81325 2.01952 0.18
H -0.51220 -1.10309 2.12521 0.06
C -1.78160 -2.93742 0.54386 -0.54
H 4.49139 4.19947 1.82223 0.11
Cl -1.89796 -3.00688 2.26981 0.75
N 0.60892 1.32701 0.06790 -0.03
C -0.62399 -0.22522 1.49303 -0.15
C -0.32039 1.08923 -1.02960 -0.08
H 1.15712 -0.64873 0.34608 0.15
C 3.86675 4.47196 0.97237 -0.01
H 4.17417 3.89799 0.10073 0.11
F -3.36734 -5.79311 -2.31014 0.15
C -1.62762 -1.73310 -0.17785 -0.30
```

total energy	-42434.482	eV
frontier orbital gap	8.209	eV
charge	+1
spin multiplicity	1
SMILES	C[NH2+]CC(=O)N1CCN(c2ncc(C(F)(F)F)cc2Cl)CC1

=====

Entry 6:
Below is C13H17ClN6O8STi as an isolated structure at a distorted geometry, with properties calculated with wB97M-V/def2-TZVPD.

```
47
Properties=species:S:1:pos:R:3:lowdin_spin:R:1
O -0.86341 -1.91096 -1.34761 0.00
C -2.41839 -1.48863 1.94000 0.00
C 3.69672 0.27581 2.10472 0.00
H -2.55566 -3.93034 0.63937 0.00
N 0.14788 2.03343 1.09059 0.00
H -2.27937 -1.21122 2.98966 0.00
H 4.00440 -0.28277 4.13572 0.00
O 1.56787 -0.82220 -2.24591 0.01
H 0.13975 -3.44733 2.56360 0.00
C -0.95436 2.78994 0.94484 0.03
O 1.02242 -1.05542 0.56809 -0.01
C 0.61001 1.92965 2.34619 0.02
O 3.79285 -0.19242 -1.37723 0.00
C -2.49206 -0.17483 1.16354 0.01
H 4.53013 -0.17522 1.58618 0.00
N -1.41748 -2.44962 1.57248 0.00
C 2.86272 1.08309 -3.41486 0.00
N -1.17242 3.22590 3.27157 0.03
C 1.13876 -1.96844 1.50081 0.00
O -3.51208 0.50324 1.19542 0.02
O 2.21007 -2.39551 1.87782 0.00
C -1.68811 -3.28717 0.42238 0.00
C 1.89042 1.20497 2.58107 0.00
C -0.13041 -2.45007 2.20584 0.00
C -1.58411 3.37310 2.02902 0.00
H -0.82796 -3.94118 0.25852 0.00
H -2.47783 3.96345 1.87074 0.00
H -2.85620 -1.91107 -0.75397 0.00
H -1.08151 -1.32344 -2.08607 0.00
H -1.32812 2.90888 -0.05981 0.00
C -0.06313 2.50757 3.41000 0.00
C -2.00404 -2.58964 -0.88651 0.00
H -3.41563 -1.93516 1.86522 0.00
O 1.83293 1.27086 -1.09477 0.02
H 3.63805 1.82136 -3.21378 0.00
H -0.19971 -1.81623 3.09579 0.00
O -1.41415 0.11176 0.53689 0.01
H -2.30884 -3.36381 -1.60212 0.00
Ti 0.29147 0.43067 -0.20999 0.85
Cl -0.85308 1.15665 -2.13719 0.00
N 2.30989 0.79838 3.75996 0.00
S 2.52596 0.22273 -1.93325 0.01
N 2.70106 0.92212 1.55547 0.00
H 1.93537 1.56292 -3.72996 0.00
H 3.19746 0.35418 -4.15238 0.00
N 3.47663 0.20377 3.43128 0.00
H 0.33873 2.37569 4.40785 0.00
```

expectation value of S²	0.75
total energy	-85557.064	eV
frontier orbital gap (alpha / beta)	6.306 / 7.332	eV
charge	-1
spin multiplicity	2
ΔE to the lowest compared entry with this formula, charge and spin	52.1	kcal/mol